Density functional theory data (ωB97M-V/def2-TZVPD) for a single C2H2OS3 molecule.

The geometry in XYZ format:
```
8
Properties=species:S:1:pos:R:3:mulliken_charge:R:1
O 0.56036 -1.92650 -0.22337 -0.5511
C 0.66918 -0.68236 -0.11633 0.5385
S 2.25614 0.03314 0.08092 -0.1419
C -0.64658 0.24687 -0.00778 0.1874
S -0.55112 1.85082 -0.10062 -0.2205
S -2.02451 -0.71245 0.10389 -0.1287
H 1.82915 1.08033 0.81439 0.1388
H -1.33578 -1.79945 0.37019 0.1776
```

Gap between HOMO and LUMO: 7.8 eV
SMILES: O=C(S)C(=S)S
Calculated total energy: -36658.5700 eV
E_HOMO: -9.200 eV
Relative energy (zero: lowest compared OMol25 entry of this formula, charge and spin): 8.8 kcal/mol

=====

Density functional theory data (ωB97M-V/def2-TZVPD) for a 2-piece molecular cluster, C2H2S2 overall.

The geometry in XYZ format:
```
6
Properties=species:S:1:pos:R:3:mulliken_charge:R:1
C -0.30392 -1.07143 0.01470 -0.1374
C 0.30614 0.74254 0.88666 -0.1362
S 0.90669 -1.59786 -0.96176 -0.0049
S -0.70808 1.83479 0.26187 -0.0149
H 0.35839 -2.69123 -1.27407 0.1515
H -0.55922 2.78319 1.07260 0.1418
```

Gap between HOMO and LUMO: 7.8 eV
Calculated total energy: -23769.3469 eV
E_HOMO: -8.172 eV
Relative energy (zero: lowest compared OMol25 entry of this formula, charge and spin): 144.5 kcal/mol

=====

Density functional theory data (ωB97M-V/def2-TZVPD) for a 13-piece molecular cluster, C2H32N2O12 overall.

The geometry in XYZ format:
```
48
Properties=species:S:1:pos:R:3:mulliken_charge:R:1
C 3.48952 -1.57621 -0.84120 -0.9774
N 2.14309 -2.00068 -1.13657 -0.1573
C 1.55105 -1.39030 -2.32213 -0.6956
N 0.71718 -0.23736 -1.90163 -0.0162
H 3.66501 -0.48433 -1.00489 0.2606
H 3.74369 -1.70671 0.21736 0.3499
H 4.27289 -2.01917 -1.48617 0.3434
H 2.02432 -2.94825 -0.83967 0.2125
H 0.84715 -2.09383 -2.76644 0.3935
H 2.38925 -0.96835 -2.91079 0.3372
H -0.21009 -0.51091 -1.58032 0.0009
H 1.06937 0.23140 -1.07895 0.0490
H 3.48158 1.88683 0.51520 0.3107
H 3.40195 3.10030 1.46361 0.3138
O 3.98586 2.62919 0.86779 -0.6409
H 0.77497 1.72780 -3.64080 0.3315
H -0.01539 0.54084 -3.85367 0.3322
O -0.11253 1.49811 -3.94726 -0.7350
H -2.90631 2.49647 0.41778 0.2962
H -3.45622 2.49040 -0.97453 0.3471
O -3.50932 1.99874 -0.14385 -0.7106
H -0.51269 2.13672 -0.50354 0.2318
H -0.13570 2.67416 -1.82391 0.3515
O -0.09971 2.91550 -0.89015 -0.6250
H -2.62811 -2.03110 -0.91804 0.3289
H -3.71142 -1.56635 -1.85539 0.2594
O -2.86734 -1.26426 -1.49388 -0.6260
H -2.58894 0.55884 -1.90533 0.3552
H -1.86508 1.51865 -2.97942 0.2542
O -2.15352 1.41371 -2.05642 -0.4885
H -1.50242 -0.85558 1.43370 0.3805
H -1.91092 -1.60616 2.58873 0.3928
O -1.12252 -1.58082 2.02343 -0.9749
H 2.75301 0.56926 3.52706 0.3432
H 1.99234 -0.72481 4.09174 0.3715
O 2.76765 -0.39360 3.55950 -0.6807
H -1.70749 -2.69074 0.83002 0.5175
H -1.95951 -3.98292 -0.08377 0.3345
O -2.37840 -3.23399 0.34882 -0.7256
H 0.54639 1.20789 2.30256 0.2292
H 1.42671 0.08473 1.93409 0.3612
O 1.31856 1.03166 1.76003 -0.5203
H 0.11640 -1.64231 3.91599 0.3479
H -0.30229 -0.31658 3.40458 0.3252
O 0.06938 -0.71870 4.19954 -0.7022
H -2.82834 1.21707 2.10568 0.2647
H -2.99230 0.40290 0.74201 0.3852
O -2.48059 0.51527 1.55739 -0.6370
```

Gap between HOMO and LUMO: 8.5 eV
Calculated total energy: -30142.8381 eV
E_HOMO: -8.649 eV
Relative energy (zero: lowest compared OMol25 entry of this formula, charge and spin): 41.9 kcal/mol

=====

Density functional theory data (ωB97M-V/def2-TZVPD) for a 15-piece molecular cluster, C2H32NO16 overall.

The geometry in XYZ format:
```
51
Properties=species:S:1:pos:R:3:mulliken_charge:R:1
C 0.14925 -0.98833 0.58593 -0.8685
N 0.24363 -0.60985 -0.85809 0.9965
C 1.54371 -0.54088 -1.57212 0.1040
O 1.37446 -0.44306 -2.79666 -0.8726
O 2.61916 -0.39274 -0.88600 -0.7745
H 0.73700 -0.33760 1.20262 0.1841
H 0.34689 -1.92992 0.79092 1.3173
H -0.79168 -0.63380 1.11931 -0.5208
H -0.43469 -1.06339 -1.41351 -0.1086
H 1.55573 2.57875 -0.37772 0.3139
H 0.35218 1.67231 -0.30539 0.2353
O 0.70114 2.44617 -0.65119 -0.5692
H -2.32623 0.53048 -0.50466 0.4703
H -2.65407 1.91111 0.07679 0.2014
O -2.66281 1.03535 0.34826 -0.7032
H -2.06997 1.22942 2.88543 0.2690
H -1.53803 1.05283 1.33950 0.3592
O -1.19561 0.96678 2.35336 -0.5996
H 0.74800 1.25940 -3.54890 0.3409
H -0.34092 2.10994 -2.82648 0.2551
O -0.15385 1.68736 -3.58805 -0.6978
H -1.32552 0.48068 -2.23548 0.3718
H -2.74088 0.48439 -2.90432 0.2255
O -2.21429 0.14018 -2.16327 -0.6065
H -0.61337 -2.77132 3.58513 0.2395
H -1.43721 -1.63847 2.62911 0.2797
O -0.58915 -2.24211 2.80969 -0.6233
H 1.16381 2.38786 2.80750 0.2931
H 1.14667 0.93499 3.50881 0.3308
O 1.33226 1.86492 3.64711 -0.6452
H 0.61457 -1.77374 -3.49435 0.3703
H 0.37689 -3.12204 -2.58151 0.2904
O 0.08586 -2.62139 -3.39589 -0.7094
H 3.63873 2.65989 -0.32189 0.2261
H 3.31774 1.08122 -0.75304 0.3981
O 3.16602 1.89375 -0.16966 -0.6872
H -3.42580 -1.00632 0.69064 0.3132
H -2.90611 -2.28187 1.32189 0.3456
O -3.19841 -1.33173 1.59738 -0.6685
H 3.57143 -1.81871 0.05988 0.3421
H 4.01574 -0.57210 0.66809 0.3806
O 4.18406 -1.54630 0.72954 -0.7414
H -2.91778 -3.13523 -1.61306 0.2352
H -1.76630 -2.22060 -1.39399 0.2533
O -2.48835 -2.60474 -0.96823 -0.5801
H 3.09859 -1.49680 2.76510 0.3807
H 1.61488 -1.24762 2.88206 0.3202
O 2.36785 -1.17246 3.40324 -0.7037
H -1.90704 3.80790 -0.18225 0.3174
H -0.69156 3.54266 -1.08659 0.3936
O -1.67664 3.78476 -1.21494 -0.6741
```

Gap between HOMO and LUMO: 9.2 eV
Charge: -1
Calculated total energy: -36844.9712 eV
E_HOMO: -6.742 eV

=====

Density functional theory data (ωB97M-V/def2-TZVPD) for C2H34BeO17 as an isolated structure.

The geometry in XYZ format:
```
54
Properties=species:S:1:pos:R:3:mulliken_charge:R:1
Be -0.73559 -1.91867 -1.22854 -0.5451
O -1.69495 -0.69329 -1.06990 -0.9572
C -0.67819 0.17240 -0.75393 0.2523
C 0.27330 -0.55901 0.19758 1.5110
O 0.57176 -1.81518 -0.34387 -0.8534
H -1.19345 1.07705 -0.37784 0.1015
H -0.21204 0.47399 -1.67134 0.4318
H -0.23377 -0.77425 1.06034 -0.5421
H 1.17361 -0.06279 0.39888 -0.2432
O 2.48209 -0.38103 -3.05782 -0.6658
H 2.77598 -0.92009 -2.36839 0.3453
H 2.48533 0.51710 -2.63590 0.3347
O 3.91875 0.94490 -0.71526 -0.6487
H 3.60501 1.32826 0.08628 0.3060
H 3.73040 0.01882 -0.54471 0.3580
O -3.85655 1.01175 -0.15563 -0.7481
H -3.39801 0.34945 -0.63790 0.3751
H -3.13268 1.47707 0.20840 0.4534
O -1.66358 -3.30753 -0.64796 -0.2680
H -2.23583 -3.30138 0.11025 0.3384
H -1.02367 -3.99088 -0.44762 0.3275
O 0.14991 1.58716 2.63967 -0.4913
H -0.68715 1.14854 2.71450 0.2319
H -0.18002 2.50506 2.67314 0.3117
O -0.36873 -2.26174 -2.79299 -0.0680
H 0.15874 -3.01886 -3.01998 0.3061
H -0.44596 -1.80861 -3.61132 0.3268
O 3.06523 0.92044 1.90872 -0.6290
H 2.17563 0.75993 2.05973 0.3245
H 3.49776 1.43165 2.63529 0.2711
O -2.26426 0.36000 2.79232 -0.5417
H -2.78512 1.07642 3.18296 0.2381
H -2.70866 -0.43087 3.05536 0.2349
O 3.17214 -1.80960 -0.55017 -0.7828
H 2.17657 -1.76139 -0.43345 0.4554
H 3.37952 -2.71692 -0.42410 0.2892
O 0.47469 3.09677 -0.00361 -0.7067
H 0.80772 2.22592 0.25038 0.3189
H 1.01948 3.74105 0.43255 0.3065
O -2.44530 0.92109 -3.16309 -0.7812
H -2.41478 0.34284 -2.38114 0.4560
H -3.08750 1.55821 -2.90567 0.3429
O -0.84496 2.90288 -2.27416 -0.6844
H -1.07849 1.96789 -2.51854 0.4397
H -0.42836 2.91741 -1.40934 0.4429
O 1.37801 -3.59858 1.61150 -0.7316
H 1.14611 -2.98863 0.91310 0.3743
H 0.61436 -3.82668 2.11936 0.2855
O -2.04299 2.79887 0.92876 -0.7305
H -2.32989 3.30727 0.17678 0.3506
H -1.09569 2.75031 0.82432 0.1588
O 0.58406 -1.33843 3.31698 -0.6419
H -0.16157 -0.70001 3.36550 0.2963
H 0.61158 -1.70605 2.48152 0.3635
```

Gap between HOMO and LUMO: 9.1 eV
Calculated total energy: -37838.0645 eV
E_HOMO: -9.935 eV

=====

Density functional theory data (ωB97M-V/def2-TZVPD) for a 15-piece molecular cluster, C2H34N2O15 overall.

The geometry in XYZ format:
```
53
Properties=species:S:1:pos:R:3:mulliken_charge:R:1
N -1.52395 1.67011 -1.74511 -0.3237
C -1.53734 0.27154 -2.04165 -0.0566
C -1.39661 -0.59024 -0.74990 0.1319
N -1.75405 -1.88431 -0.88907 -0.2862
O -1.25613 -0.09428 0.36413 -0.2123
H -0.65164 2.04777 -1.43217 0.1641
H -2.36101 2.04799 -1.35960 0.2375
H -2.36991 -0.10666 -2.62924 0.5620
H -0.62622 0.14166 -2.63309 -0.4922
H -1.51514 -2.20824 -1.81936 0.2110
H -1.67748 -2.53284 -0.12620 0.2269
H -0.14266 2.96210 -3.78299 0.2606
H 1.32081 3.10791 -3.23481 0.2836
O 0.54569 2.53876 -3.26717 -0.5315
H -3.90381 -0.72645 -0.26470 0.3738
H -4.98884 -0.09864 0.50088 0.3326
O -4.71106 -0.97308 0.20492 -0.6683
H -1.56255 4.03316 0.76782 0.3129
H -1.27467 3.98243 2.21114 0.3352
O -1.44422 4.62308 1.51819 -0.6536
H -2.12362 -0.92987 2.13961 0.3207
H -3.57644 -0.82434 2.65729 0.2997
O -2.65819 -0.74121 2.92036 -0.6988
H 1.19161 0.07866 -3.35643 0.3846
H 2.55024 -0.58017 -3.34810 0.2884
O 1.77411 -0.45875 -3.90064 -0.6535
H 3.40939 -2.85566 0.68411 0.2640
H 3.24243 -1.92756 -0.49876 0.2724
O 2.73127 -2.40055 0.17009 -0.6034
H -0.11175 1.06473 2.68167 0.2515
H 1.32749 1.62495 2.71946 0.2467
O 0.57809 1.50217 2.17077 -0.3755
H 1.72933 -0.55146 2.97167 0.3280
H 2.78209 -1.12538 3.96648 0.2935
O 2.13953 -0.42820 3.83003 -0.6414
H -1.29822 -1.30956 -4.48855 0.2700
H -0.95810 -2.79197 -4.20545 0.2572
O -1.30665 -1.98716 -3.81186 -0.5935
H 1.87238 -0.40503 0.27195 0.1119
H 0.77445 0.12766 -0.66213 0.3362
O 1.67313 0.26423 -0.39269 -0.4469
H 0.54189 -1.89609 4.07783 0.3137
H -0.56879 -1.58921 3.09217 0.2907
O 0.22669 -2.09940 3.19164 -0.5828
H 3.19634 0.90522 1.53556 0.2681
H 4.60604 1.34366 1.11382 0.2939
O 4.09681 0.58553 1.41418 -0.6160
H 0.66953 -4.22792 0.96305 0.2523
H 0.91595 -2.76971 0.85753 0.2886
O 0.19964 -3.40365 0.80265 -0.5369
H 0.57142 3.69284 0.60812 0.3359
H 1.20498 2.51142 -0.05242 0.2583
O 1.42768 3.39002 0.28498 -0.6853
```

Gap between HOMO and LUMO: 9.4 eV
Calculated total energy: -36318.9613 eV
E_HOMO: -9.289 eV
Relative energy (zero: lowest compared OMol25 entry of this formula, charge and spin): 101.4 kcal/mol

=====

Density functional theory data (ωB97M-V/def2-TZVPD) for C2H3BF2O as an isolated structure.

The geometry in XYZ format:
```
9
Properties=species:S:1:pos:R:3:mulliken_charge:R:1
B 1.12959 -0.78913 -0.19961 0.2675
C -1.04317 1.08102 -0.11235 0.4952
C -0.38336 -0.24933 0.14365 0.0581
O -0.75099 2.14555 0.24896 -0.3941
F -1.94681 0.81497 -1.07818 -0.2071
F 0.93074 -0.02004 1.18913 -0.2459
H 1.87600 -0.30532 -0.88921 -0.0858
H 1.23113 -1.88082 -0.08699 -0.1040
H -1.04313 -0.79691 0.78460 0.2160
```

Gap between HOMO and LUMO: 11.5 eV
Calculated total energy: -10279.3352 eV
E_HOMO: -11.720 eV
Relative energy (zero: lowest compared OMol25 entry of this formula, charge and spin): 75.7 kcal/mol

=====

Density functional theory data (ωB97M-V/def2-TZVPD) for a 2-piece molecular cluster, C2H3Br2FO overall.

The geometry in XYZ format:
```
9
Properties=species:S:1:pos:R:3:mulliken_charge:R:1
C 0.83542 -0.49401 0.43444 -0.3771
C -0.04581 0.37443 -0.35597 0.0490
O -0.90261 -0.11486 -1.17580 -0.4205
F -2.06610 -0.26089 1.16483 -0.0311
Br 2.59472 -0.78585 -0.56973 -0.1847
Br 0.25489 2.26269 -0.34932 -0.1270
H 0.18051 -1.40927 0.67403 0.3230
H 0.92312 0.11436 1.31767 0.3934
H -1.77414 0.31340 -1.14015 0.3750
```

Gap between HOMO and LUMO (alpha / beta): 8.1 / 5.4 eV
Calculated total energy: -146967.2380 eV
2S+1: 3
E_HOMO (alpha / beta): -7.605 / -10.241 eV
⟨S²⟩: 2.01
Relative energy (zero: lowest compared OMol25 entry of this formula, charge and spin): 47.6 kcal/mol

=====

Density functional theory data (ωB97M-V/def2-TZVPD) for a 2-piece molecular cluster, C2H3Br2FSi overall.

The geometry in XYZ format:
```
9
Properties=species:S:1:pos:R:3:mulliken_charge:R:1
F 0.04239 1.50342 -2.56895 -0.3036
Si 0.14225 0.13816 -1.62442 0.5713
Br 1.95074 -0.54367 -2.30207 -0.1006
Br -1.47095 -1.19248 -2.56645 -0.2169
H -0.22425 1.28958 -0.63281 0.0351
C -0.57440 -0.48025 2.04008 -0.4511
C 0.46239 -0.14613 2.61310 -0.2341
H -1.61886 -0.41875 1.72152 0.3499
H 1.29069 -0.14988 3.32000 0.3500
```

Gap between HOMO and LUMO: 10.3 eV
SMILES: F[SiH](Br)Br.C#C
Calculated total energy: -152802.7603 eV
E_HOMO: -10.845 eV
Relative energy (zero: lowest compared OMol25 entry of this formula, charge and spin): 83.1 kcal/mol

=====

Density functional theory data (ωB97M-V/def2-TZVPD) for a single C2H3Br2N3 molecule.

The geometry in XYZ format:
```
10
Properties=species:S:1:pos:R:3:mulliken_charge:R:1
H -1.76845 -1.13460 -2.05025 0.3084
N -1.28125 -1.19495 -1.20073 -0.4896
C -1.18635 -0.27023 -0.41972 0.2682
Br -2.47357 1.25518 -0.69362 -0.1759
C -0.04111 -0.18308 0.51302 -0.0296
Br -0.63134 0.49037 2.17333 -0.0689
N 1.37895 0.79502 -0.05397 -0.0840
N 2.28895 0.52025 0.68672 -0.3210
H 3.15133 0.94737 0.39087 0.2661
H 0.56282 -1.22533 0.65436 0.3262
```

Gap between HOMO and LUMO: 9.6 eV
SMILES: [H]/N=C(\Br)[C@H](Br)/N=N/[H]
Calculated total energy: -146674.5582 eV
E_HOMO: -9.372 eV
Relative energy (zero: lowest compared OMol25 entry of this formula, charge and spin): 83.7 kcal/mol